No. 1
{
  "formula": "C44H106N2O10P",
  "method": "ωB97M-V/def2-TZVPD",
  "species": ["C", "C", "C", "C", "C", "C", "C", "C", "C", "C", "C", "C", "C", "C", "C", "C", "C", "C", "C", "N", "C", "C", "C", "C", "C", "P", "N", "H", "H", "H", "H", "H", "H", "H", "H", "H", "H", "H", "H", "H", "H", "H", "H", "H", "H", "H", "H", "H", "H", "H", "H", "H", "H", "H", "H", "H", "H", "H", "H", "H", "H", "H", "H", "H", "H", "H", "H", "H", "H", "H", "H", "H", "H", "C", "C", "O", "H", "H", "H", "H", "H", "H", "C", "C", "O", "H", "H", "H", "H", "H", "H", "C", "C", "O", "H", "H", "H", "H", "H", "H", "C", "C", "O", "H", "H", "H", "H", "H", "H", "C", "C", "O", "H", "H", "H", "H", "H", "H", "C", "C", "O", "H", "H", "H", "H", "H", "H", "C", "C", "O", "H", "H", "H", "H", "H", "H", "C", "C", "O", "H", "H", "H", "H", "H", "H", "C", "C", "O", "H", "H", "H", "H", "H", "H", "C", "C", "O", "H", "H", "H", "H", "H", "H"],
  "xyz": [[-8.5477, -7.5887, 1.3573], [-9.6975, -7.0034, 2.3122], [-9.7405, -5.4026, 2.4351], [-8.3180, -4.6880, 2.6559], [-8.0538, -4.1424, 4.1512], [-7.4329, -2.6427, 3.9917], [-6.7515, -2.1168, 5.3590], [-5.6276, -1.0015, 5.0358], [-4.1006, -1.5272, 5.3418], [-3.2809, -0.2583, 5.9480], [-1.6820, -0.5703, 6.0999], [-0.8713, 0.2078, 4.9314], [-0.1567, -0.8587, 3.9202], [1.1976, -0.1933, 3.3705], [1.0217, 0.5363, 1.9234], [2.4894, 1.1216, 1.5505], [2.4615, 1.9455, 0.1647], [2.8407, 1.0260, -1.1244], [2.2281, 1.8035, -2.4016], [0.9531, 1.3681, -2.9269], [0.3892, 2.0866, -4.0783], [1.0947, 3.3115, -4.7375], [0.3583, 4.0351, -5.9934], [2.4881, 3.7952, -4.1904], [3.0604, 2.9995, -2.9556], [4.7108, 3.6173, -2.2613], [4.4724, 4.6952, -1.0689], [-7.5083, -7.3807, 1.8102], [-8.6595, -8.7434, 1.3854], [-8.6227, -7.2758, 0.2624], [-9.6863, -7.5418, 3.3351], [-10.7062, -7.3169, 1.8300], [-10.3315, -4.9105, 1.5679], [-10.3705, -5.1669, 3.3810], [-7.4085, -5.3091, 2.3557], [-8.3080, -3.7579, 1.9630], [-7.1888, -4.7665, 4.6077], [-8.9875, -4.1440, 4.8082], [-6.6706, -2.5860, 3.1220], [-8.3014, -1.9140, 3.7464], [-7.5857, -1.6040, 5.9623], [-6.3367, -3.0110, 5.9620], [-5.8121, -0.1299, 5.7713], [-5.6799, -0.5830, 3.9678], [-4.0871, -2.4403, 6.0394], [-3.6545, -1.8590, 4.3285], [-3.6879, -0.0526, 7.0114], [-3.4875, 0.6392, 5.2707], [-1.4977, -1.7057, 6.1091], [-1.3602, -0.1427, 7.1137], [-1.5591, 0.9168, 4.3526], [-0.0534, 0.8188, 5.4560], [0.1288, -1.7535, 4.5900], [-0.8749, -1.2186, 3.1002], [1.5951, 0.6397, 4.0723], [2.0770, -0.9424, 3.2637], [0.5994, -0.1716, 1.1288], [0.3384, 1.4556, 2.0139], [3.2766, 0.2720, 1.5245], [2.7880, 1.8371, 2.4108], [3.2461, 2.7827, 0.1952], [1.3983, 2.3655, -0.0180], [2.3181, 0.0027, -1.0583], [3.9756, 0.8998, -1.2167], [0.4871, 0.5646, -2.4838], [-0.6292, 1.6823, -4.4415], [1.1746, 4.3574, -6.7289], [-0.2054, 4.9284, -5.5288], [-0.3977, 3.3134, -6.4648], [3.0401, 4.6732, -4.6707], [5.4858, 4.2679, -3.2780], [5.4705, 2.5385, -1.6683], [4.9191, 4.2737, -0.2258], [2.9540, -0.3136, 6.6255], [2.3042, -1.5723, 7.1647], [2.0821, -1.4485, 8.5638], [3.9054, -0.1256, 7.1302], [3.1350, -0.3979, 5.5514], [2.3186, 0.5584, 6.8085], [2.9511, -2.4364, 6.9994], [1.3445, -1.7598, 6.6720], [1.5021, -0.6875, 8.7011], [9.6339, 1.8462, -1.2226], [8.6405, 2.7557, -1.9149], [7.4606, 2.8896, -1.1241], [9.1962, 0.8587, -1.0517], [10.5400, 1.7318, -1.8214], [9.9080, 2.2473, -0.2422], [8.3530, 2.3406, -2.8839], [9.0684, 3.7495, -2.0780], [7.7217, 3.2655, -0.2721], [-11.4630, 0.6988, 4.5279], [-11.5807, -0.5660, 3.7007], [-10.5327, -1.4694, 4.0328], [-10.4973, 1.1814, 4.3554], [-12.2593, 1.4040, 4.2784], [-11.5184, 0.4691, 5.5961], [-11.5029, -0.3351, 2.6362], [-12.5409, -1.0607, 3.8778], [-10.6131, -1.6763, 4.9739], [-5.7510, 0.8918, 10.8840], [-5.8785, 0.3163, 9.4874], [-6.0980, 1.3600, 8.5483], [-6.6548, 1.4436, 11.1552], [-5.5871, 0.1002, 11.6191], [-4.9178, 1.5989, 10.9365], [-6.7242, -0.3725, 9.4336], [-4.9722, -0.2286, 9.2033], [-5.3418, 1.9601, 8.5962], [-0.1771, -2.0916, -4.2541], [-0.8201, -3.3456, -3.6953], [-1.0334, -3.2060, -2.2959], [0.7778, -1.8961, -3.7572], [-0.0025, -2.1874, -5.3283], [-0.8144, -1.2184, -4.0772], [-0.1724, -4.2098, -3.8541], [-1.7817, -3.5411, -4.1795], [-1.6150, -2.4454, -2.1633], [-0.7114, 3.7753, -9.4969], [-0.0817, 2.4093, -9.6926], [-0.9145, 1.6013, -10.5102], [-1.6972, 3.6808, -9.0337], [-0.0830, 4.4074, -8.8643], [-0.8583, 4.2755, -10.4585], [0.0429, 1.9040, -8.7317], [0.9014, 2.4952, -10.1676], [-1.0124, 2.0516, -11.3623], [11.5702, 4.7082, -4.6095], [12.4289, 4.0831, -3.5280], [11.9902, 2.7560, -3.2579], [10.5203, 4.7267, -4.3036], [11.8933, 5.7298, -4.8230], [11.6234, 4.1226, -5.5315], [12.3562, 4.6583, -2.6025], [13.4792, 4.0507, -3.8332], [12.0659, 2.2504, -4.0795], [9.0187, 1.3148, -7.2321], [10.4967, 1.6252, -7.1010], [11.2066, 0.4630, -6.6918], [8.6162, 0.9566, -6.2806], [8.4592, 2.2014, -7.5406], [8.8537, 0.5214, -7.9669], [10.6586, 2.4018, -6.3511], [10.9098, 1.9731, -8.0530], [11.0662, -0.2173, -7.3640], [2.1227, 2.4310, -13.5034], [1.1309, 3.3402, -14.2013], [-0.0489, 3.4748, -13.4163], [1.6841, 1.4442, -13.3324], [3.0315, 2.3146, -14.0985], [2.3936, 2.8341, -12.5225], [0.8466, 2.9237, -15.1696], [1.5596, 4.3337, -14.3649], [0.2097, 3.8524, -12.5646], [2.1348, -5.9487, 5.5966], [1.2013, -4.9614, 6.2686], [0.4835, -4.2205, 5.2872], [2.8402, -5.4267, 4.9444], [2.6971, -6.5211, 6.3381], [1.5733, -6.6450, 4.9666], [1.7669, -4.2553, 6.8786], [0.4841, -5.4778, 6.9141], [-0.0216, -4.8514, 4.7568]],
  "forces_ev_per_a": [[-0.051, -1.073, 1.005], [-0.804, -0.162, -1.014], [-0.191, -0.088, 0.982], [-0.419, 0.937, -0.157], [1.572, 0.670, -1.082], [-0.588, 0.082, 0.783], [-0.421, 0.374, -1.059], [0.510, -0.340, 1.512], [-0.542, 1.080, -0.706], [0.210, -1.608, 0.507], [-1.055, 1.174, -0.336], [0.307, -1.183, 0.173], [0.723, 0.729, 1.445], [0.042, 0.340, -1.220], [1.219, 0.342, 0.899], [-0.591, 0.035, -0.190], [0.416, -0.450, 0.067], [-1.436, 0.622, -0.458], [1.138, 0.693, -0.411], [2.917, 4.264, -1.993], [2.034, 1.531, 0.317], [0.583, -1.914, 1.912], [0.507, -0.538, 1.686], [-2.338, -3.815, 2.183], [-3.599, -0.380, -3.469], [-0.123, 1.249, 3.405], [0.439, -1.607, -0.809], [-1.559, -0.164, -0.981], [0.210, 1.846, -0.176], [0.137, -0.131, 1.616], [0.282, 1.069, -1.559], [1.556, 0.454, 0.858], [1.208, -1.024, 1.217], [0.914, -0.325, -1.575], [-1.447, 0.644, 0.269], [0.018, -1.514, 1.096], [-1.725, 0.816, -0.392], [1.344, -0.037, -0.885], [-1.151, -0.384, 1.418], [1.510, -1.269, 0.172], [1.280, -0.932, -0.659], [-0.507, 1.537, -0.908], [0.313, -1.205, -1.251], [-0.095, -0.747, 1.547], [-0.048, 1.505, -0.895], [-0.408, 0.476, 1.633], [0.369, -0.195, -1.820], [0.407, -1.142, 1.071], [-0.200, 1.749, -0.140], [-0.321, -0.710, -1.409], [0.980, -0.944, 0.902], [-1.104, -0.786, -0.996], [-0.469, 1.222, -1.281], [1.165, 0.590, 1.114], [-0.844, -1.483, -0.943], [-1.597, 0.974, 0.153], [0.670, 0.888, 1.062], [0.763, -1.444, -0.098], [-1.264, 1.364, -0.048], [-0.438, -1.135, -1.476], [-1.523, -1.000, -0.118], [1.806, -0.442, 0.453], [0.909, 1.431, -0.054], [-1.782, 0.112, -0.033], [0.258, 0.517, -0.435], [1.960, 0.846, 0.590], [-1.430, -0.387, 1.017], [0.937, -1.266, -1.068], [1.252, 1.136, 0.611], [-0.902, -1.437, 0.806], [-0.814, -0.922, -0.313], [-0.597, 0.178, -1.410], [-0.528, 0.590, -0.704], [0.191, 0.030, -0.109], [-0.205, 0.455, 0.085], [-0.006, -0.116, 0.155], [-0.061, -0.093, -0.050], [-0.005, 0.059, 0.052], [-0.049, -0.047, -0.103], [-0.054, 0.065, 0.180], [0.084, -0.091, -0.206], [0.129, -0.210, -0.001], [0.103, -0.246, -0.057], [0.497, -0.085, 0.270], [-0.298, 0.154, 0.170], [-0.027, 0.081, -0.073], [-0.093, 0.089, 0.139], [0.059, 0.066, -0.090], [-0.153, 0.067, 0.104], [0.068, -0.066, -0.134], [-0.050, -0.088, -0.197], [-0.001, 0.168, -0.028], [-0.008, 0.057, 0.401], [0.052, -0.168, -0.049], [-0.097, -0.039, -0.066], [0.039, -0.010, 0.078], [-0.115, 0.018, -0.053], [0.108, -0.175, 0.080], [-0.099, 0.127, -0.119], [0.041, 0.033, -0.226], [-0.053, -0.061, 0.173], [0.234, 0.300, 0.155], [-0.068, 0.059, -0.289], [0.033, -0.123, -0.045], [0.029, 0.085, 0.010], [0.041, -0.119, 0.018], [0.031, 0.144, -0.164], [-0.026, -0.184, 0.118], [-0.209, -0.129, -0.023], [0.199, 0.061, -0.145], [-0.225, 0.299, 0.139], [0.103, 0.065, 0.152], [0.018, -0.150, -0.061], [-0.004, 0.114, 0.051], [-0.149, -0.042, -0.121], [-0.092, 0.061, 0.175], [0.115, -0.050, -0.185], [0.026, -0.290, 0.014], [0.035, 0.103, 0.169], [-0.295, 0.152, -0.496], [0.037, -0.071, 0.096], [0.094, -0.024, -0.017], [-0.049, 0.088, -0.100], [0.063, 0.035, 0.074], [-0.041, -0.134, -0.136], [0.145, 0.070, 0.185], [0.019, -0.211, 0.072], [-0.060, 0.166, -0.021], [-0.043, -0.140, -0.346], [-0.043, -0.124, -0.006], [0.087, 0.050, 0.053], [-0.047, -0.059, -0.056], [0.137, 0.126, 0.018], [0.001, -0.210, 0.006], [0.010, 0.197, 0.042], [0.035, 0.034, 0.215], [-0.180, 0.100, 0.047], [-0.136, -0.388, -0.259], [0.136, -0.002, 0.137], [0.074, 0.087, -0.029], [-0.019, -0.072, -0.032], [0.009, 0.121, -0.049], [0.078, -0.181, -0.012], [-0.094, 0.200, 0.020], [0.097, 0.135, 0.192], [0.071, -0.155, -0.048], [0.246, -0.007, 0.295], [-0.347, -0.012, 0.237], [0.023, 0.071, -0.103], [-0.012, -0.002, 0.094], [0.085, 0.070, -0.078], [-0.160, 0.087, 0.152], [0.082, -0.061, -0.146], [0.001, 0.022, -0.274], [0.148, -0.049, 0.014], [-0.057, -0.344, -0.216], [-0.130, 0.262, -0.079], [-0.025, 0.007, 0.122], [-0.027, -0.022, -0.082], [0.010, -0.044, 0.121], [-0.206, 0.019, -0.111], [0.137, -0.021, 0.135], [0.106, 0.180, 0.123]],
  "multiplicity": 1,
  "largest_force_ev_per_a": 5.5,
  "homo_lumo_gap_ha": 0.2277,
  "e_lumo_ev": -4.574,
  "charge": 1,
  "e_tot_ha": -2942.63283,
  "homo_ha": -0.39581
}

=====

No. 2
{
  "formula": "C19H27N3O6S",
  "method": "ωB97M-V/def2-TZVPD",
  "species": ["O", "C", "N", "C", "C", "C", "C", "C", "C", "N", "C", "H", "C", "H", "O", "C", "H", "C", "H", "H", "H", "H", "H", "H", "H", "S", "O", "O", "N", "C", "H", "C", "H", "O", "C", "H", "C", "H", "H", "H", "H", "H", "H", "H", "C", "H", "C", "H", "H", "C", "H", "C", "H", "O", "H", "H"],
  "xyz": [[0.1970, -2.1892, -3.0104], [0.3980, -0.9980, -3.0628], [0.4069, -0.1497, -2.0022], [-0.0135, -0.4613, -0.6949], [-0.8966, 0.4102, -0.0791], [-1.4373, 0.1068, 1.1542], [-1.1231, -1.0841, 1.7810], [-0.2094, -1.9377, 1.1998], [0.4085, -1.6382, -0.0265], [1.3625, -2.4569, -0.5672], [1.4833, -3.8555, -0.2285], [0.5468, -4.2307, 0.1787], [2.6487, -4.0792, 0.7434], [2.8170, -5.1431, 0.9169], [3.8501, -3.5766, 0.1982], [3.7351, -2.2087, -0.1135], [4.6974, -1.9128, -0.5352], [2.5982, -1.9464, -1.1149], [2.5273, -0.8761, -1.2990], [2.8152, -2.4676, -2.0541], [3.5463, -1.6288, 0.8049], [2.4410, -3.5808, 1.7033], [1.6957, -4.3944, -1.1592], [0.0570, -2.8438, 1.7199], [-1.5885, -1.3163, 2.7257], [-2.5473, 1.2803, 1.8966], [-3.4490, 1.7937, 0.9075], [-3.1047, 0.7059, 3.0919], [-1.4505, 2.5167, 2.2404], [-0.6401, 2.2696, 3.4166], [-0.4019, 1.2056, 3.4385], [-1.3753, 2.6804, 4.6972], [-0.7091, 2.6301, 5.5602], [-1.8170, 4.0191, 4.6193], [-2.6908, 4.1998, 3.5252], [-2.9980, 5.2466, 3.5506], [-1.9896, 3.8634, 2.2076], [-2.6908, 3.9077, 1.3752], [-1.1579, 4.5544, 2.0351], [-3.5720, 3.5505, 3.6355], [-2.2312, 2.0081, 4.8453], [0.2839, 2.8488, 3.3127], [-1.2090, 1.3176, -0.5721], [0.4422, 0.8340, -2.2469], [0.6808, -0.2660, -4.3877], [-0.2921, -0.0614, -4.8495], [1.5966, -1.1042, -5.3022], [1.1021, -1.3623, -6.2352], [1.8639, -2.0296, -4.7923], [2.8129, -0.2000, -5.5269], [3.7535, -0.7447, -5.5142], [2.7039, 0.7917, -4.3688], [3.1454, 1.7660, -4.5780], [1.3165, 0.9845, -4.1769], [3.1598, 0.3737, -3.4587], [2.7232, 0.3300, -6.4749]],
  "forces_ev_per_a": [[-0.256, -0.122, -0.143], [0.167, 0.275, -0.347], [-0.087, 0.483, 0.130], [-0.245, -0.102, 0.229], [0.134, -0.149, -0.045], [-0.341, 0.280, 0.333], [-0.152, 0.071, 0.067], [0.006, 0.001, -0.145], [-0.171, 0.158, 0.122], [0.150, -0.114, 0.079], [0.229, -0.096, 0.239], [-0.008, -0.036, -0.023], [-0.310, -0.136, -0.075], [-0.073, 0.041, 0.045], [0.069, -0.123, -0.045], [-0.102, 0.307, -0.281], [-0.049, 0.067, 0.029], [0.453, 0.036, 0.304], [0.022, -0.064, -0.029], [0.008, 0.076, -0.036], [0.027, -0.023, -0.082], [0.000, -0.056, -0.054], [-0.051, -0.058, 0.063], [0.066, -0.063, 0.044], [-0.011, -0.086, 0.132], [0.601, 0.064, -0.127], [0.100, 0.130, -0.190], [0.236, -0.156, -0.037], [-0.656, -0.719, -0.424], [0.115, -0.068, 0.567], [0.210, 0.015, 0.137], [0.157, -0.278, -0.019], [-0.025, -0.082, -0.063], [0.103, 0.165, 0.047], [-0.004, 0.096, -0.294], [-0.060, -0.082, -0.061], [-0.481, 0.372, 0.121], [0.049, 0.242, 0.018], [-0.056, -0.069, -0.008], [0.010, 0.104, 0.020], [0.135, 0.101, 0.071], [-0.045, -0.099, -0.002], [0.001, 0.107, -0.197], [0.135, -0.212, 0.016], [-0.163, -0.383, -0.114], [0.101, -0.052, 0.081], [-0.017, -0.017, 0.101], [0.000, -0.047, 0.016], [-0.047, -0.001, -0.070], [-0.120, 0.233, 0.123], [0.050, -0.018, -0.040], [0.456, -0.081, -0.113], [0.021, -0.064, 0.066], [-0.328, 0.165, -0.099], [-0.015, 0.049, -0.034], [0.062, 0.017, -0.004]],
  "multiplicity": 1,
  "largest_force_ev_per_a": 1.1,
  "smiles": "O=C(Nc1cc(S(=O)(=O)N2CCOCC2)ccc1N1CCOCC1)[C@@H]1CCCO1",
  "homo_lumo_gap_ha": 0.3070,
  "e_lumo_ev": 0.461,
  "e_tot_ha": -1754.06817,
  "homo_ha": -0.29007,
  "de_lowest_kj_mol": 298.6
}

=====

No. 3
{
  "formula": "CH6N4O4S",
  "method": "ωB97M-V/def2-TZVPD",
  "species": ["C", "N", "N", "N", "N", "O", "O", "O", "O", "S", "H", "H", "H", "H", "H", "H"],
  "xyz": [[0.5663, -1.6530, -1.0154], [1.7192, -1.6848, -1.8551], [0.6004, -0.8062, 0.0585], [-1.3245, 0.6008, -0.0793], [-0.6289, -0.4628, 0.6620], [-1.4837, 1.7120, 2.4633], [-0.4310, -2.3129, -1.1721], [-1.2394, 3.1797, 0.4710], [0.6925, 1.9012, 1.2311], [-0.9320, 1.9673, 1.1554], [2.0040, -0.7019, -1.9871], [1.3172, -2.0213, -2.6933], [1.4724, -0.3089, 0.2248], [-2.3197, 0.7134, -0.1382], [1.0038, 1.2603, 1.9437], [-1.0166, -1.3829, 0.7308]],
  "forces_ev_per_a": [[0.025, 0.123, 0.106], [-1.070, 1.419, 1.693], [0.603, 0.725, -0.426], [3.554, 1.946, 2.544], [1.318, 0.010, 0.033], [0.645, -0.237, -1.128], [-0.187, -0.752, -0.837], [0.167, -0.332, 0.120], [-0.524, -1.169, 0.843], [-0.536, -0.477, -0.958], [0.153, -0.775, -0.116], [0.143, -0.625, -1.364], [-0.877, 0.318, 0.319], [-0.882, -1.191, 0.333], [-0.940, 1.076, -1.031], [-1.591, -0.061, -0.132]],
  "multiplicity": 1,
  "largest_force_ev_per_a": 4.8,
  "smiles": "NC(=O)NNNS(=O)(=O)O",
  "homo_lumo_gap_ha": 0.3804,
  "e_lumo_ev": 0.173,
  "e_tot_ha": -959.79468,
  "homo_ha": -0.37403,
  "de_lowest_kj_mol": 25.2
}